330
Properties=species:S:1:pos:R:3:forces:R:3 method="wB97M-V/def2-TZVPD" homo_ev=-8.0224 max_force_ev_per_a=3.27 relative_energy_kcal_mol=0.00 lumo_ev=0.34
O 1.8730 3.3109 -0.3786 -0.107 -0.502 -0.001
H 1.4436 3.3133 0.5033 0.189 0.299 -0.327
H 2.4648 4.0818 -0.4752 -0.307 0.120 0.229
O 0.1589 3.3351 1.8830 0.372 1.071 0.439
H 0.0265 3.6222 2.8235 -0.112 -0.848 -0.966
H -0.2084 2.4520 1.7248 -0.232 -0.470 0.629
O -5.0787 0.4356 2.9464 0.070 -0.812 0.108
H -5.1672 1.3410 3.2506 0.147 0.476 0.316
H -4.8894 0.4925 2.0126 -0.101 -0.077 -0.693
O -1.1733 3.8697 4.3863 -0.976 0.875 -0.498
H -1.9103 4.4670 4.0701 0.705 -0.386 -0.199
H -1.3532 3.8532 5.3303 0.228 -0.389 0.560
O 0.7183 -2.4667 2.4731 0.502 -0.127 -0.921
H 0.2629 -1.8505 3.0465 -0.182 0.417 0.541
H 1.0530 -1.9467 1.7122 -0.242 -0.187 0.434
O 4.1824 2.2877 -1.6040 -1.600 -0.520 1.361
H 4.3213 2.6604 -2.4719 -0.063 0.339 -0.371
H 3.2160 2.3701 -1.2907 1.679 0.166 -0.822
C 10.2700 -1.9794 -6.5443 0.498 -0.825 0.461
O 9.0162 -2.2762 -5.9900 -0.168 0.881 1.452
C 9.0719 -1.8226 -4.6056 1.502 -1.802 0.738
C 7.7296 -1.6254 -3.9416 0.222 0.201 0.120
N 7.9984 -1.0688 -2.5844 -0.073 0.215 -2.281
C 6.8914 -0.2794 -2.0836 0.516 0.053 1.595
C 5.9773 -1.1906 -1.2243 -0.013 2.306 -0.948
O 6.7752 -1.9845 -0.4158 -0.558 -0.593 0.428
C 7.3999 -1.3326 0.6431 1.882 0.909 0.280
H 10.4467 -0.9317 -6.7045 -0.269 0.701 -0.446
H 10.4587 -2.5875 -7.4068 -0.317 -0.022 -0.805
H 11.0491 -2.2780 -5.8571 0.447 -0.223 0.472
H 9.7366 -0.9292 -4.5024 -0.885 -0.310 -0.234
H 9.6318 -2.6280 -3.9645 -0.682 1.063 -1.179
H 7.1219 -2.5641 -3.9538 0.408 0.520 0.048
H 7.2011 -0.8753 -4.5172 -0.404 0.174 -0.055
H 8.2062 -1.8375 -1.9817 0.018 -0.276 0.616
H 6.3473 0.1935 -2.9059 0.051 -0.038 0.257
H 7.3176 0.5252 -1.3968 -0.660 -0.873 -0.793
H 5.4186 -1.8306 -1.8913 -0.378 -0.352 0.031
H 5.3179 -0.4790 -0.6721 0.128 -0.843 -0.011
H 8.4718 -0.9978 0.4107 -1.228 -0.562 0.029
H 7.4393 -2.0657 1.4244 0.258 -0.178 0.695
H 6.9269 -0.4147 1.0290 -0.453 -0.339 -0.344
C -0.3664 -0.4124 5.8359 -2.303 -0.894 -1.486
O -0.4101 -0.3924 4.3708 -1.012 0.498 0.542
C -1.6376 0.2599 3.8878 0.121 -0.010 2.042
C -1.7535 -0.0208 2.4431 -0.981 -0.157 -0.611
N -0.6495 0.4990 1.6605 0.392 -1.010 -1.274
C -0.8609 0.0622 0.2438 -1.017 0.588 0.829
C 0.3782 0.1354 -0.5121 2.525 1.077 -1.165
O 1.3910 -0.5387 0.2307 0.844 -0.447 -0.835
C 2.6187 -0.8052 -0.5267 0.219 0.895 1.035
H -0.5168 0.6219 6.1596 0.564 -0.218 0.303
H 0.5610 -0.9136 6.0656 0.273 0.266 0.458
H -1.2723 -1.0335 6.2407 1.560 0.980 -0.621
H -1.6020 1.3651 4.0491 0.209 -0.650 0.183
H -2.5006 -0.1759 4.4981 0.834 0.560 -0.997
H -2.6811 0.4230 2.0245 0.358 -0.266 0.477
H -1.8303 -1.1037 2.3337 -0.109 -0.264 -0.200
H 0.1895 -0.0495 1.9158 -0.395 0.821 0.142
H -1.7042 0.5913 -0.2473 0.617 0.068 0.365
H -1.0994 -0.9875 0.1178 -0.533 -0.600 0.823
H 0.8032 1.1176 -0.7863 -0.536 0.124 0.435
H 0.2332 -0.3526 -1.4560 -0.141 -0.576 -0.782
H 3.2982 -1.1584 0.2709 -0.111 0.079 -0.535
H 3.0944 0.1123 -1.0111 -0.978 -0.990 0.600
H 2.4952 -1.5992 -1.2664 -0.220 0.131 -0.028
C -6.7968 1.2208 0.0184 0.146 -0.041 0.997
O -5.4738 0.8078 -0.2057 1.495 -0.717 0.149
C -4.4975 1.7492 -0.6740 -1.183 -1.488 -1.492
C -4.4425 1.7925 -2.1888 -1.009 1.121 -0.348
N -5.5395 2.6298 -2.7822 0.593 -2.568 -0.489
C -5.5931 2.4669 -4.2316 -1.023 -0.855 -0.430
C -4.3576 2.7276 -5.0682 0.149 1.717 2.401
O -3.8175 4.0654 -4.7177 -0.261 -1.674 -0.878
C -4.6592 5.0584 -5.2199 0.336 1.643 0.484
H -7.3389 0.2830 0.3734 0.545 1.508 -0.200
H -7.2378 1.5951 -0.8916 -0.340 0.125 -0.373
H -6.7465 2.0556 0.7738 -0.634 -0.807 -0.405
H -3.5117 1.4695 -0.3671 0.443 -0.658 0.700
H -4.6617 2.7086 -0.3020 -0.520 1.835 0.774
H -4.5074 0.7868 -2.6185 0.024 0.063 0.175
H -3.4928 2.2454 -2.4414 0.522 -0.110 -0.241
H -5.3727 3.5814 -2.5774 0.294 1.408 0.392
H -6.4534 3.0196 -4.5885 -0.112 0.513 -0.150
H -5.8638 1.4378 -4.5503 -0.007 0.070 0.731
H -4.6030 2.5948 -6.1053 0.173 0.263 -0.732
H -3.6303 2.0129 -4.7304 0.756 -0.150 -0.245
H -5.6179 5.1453 -4.6735 0.386 -0.117 -0.165
H -4.8897 4.8924 -6.2577 -0.113 -0.068 -0.693
H -4.1074 6.0479 -5.1469 -0.651 -1.079 -0.014
C 0.1224 3.4242 7.4309 0.207 -0.509 0.844
O -1.2784 3.2900 7.2123 1.569 1.090 0.350
C -1.8841 2.2454 7.9095 0.971 -1.372 0.361
C -3.0752 2.0334 7.0144 -0.796 -2.247 1.850
N -3.8952 0.8646 7.4223 1.480 1.711 0.791
C -5.0318 0.7372 6.5625 -0.897 -1.748 -0.095
C -5.9009 -0.4125 7.1535 0.080 -1.032 0.863
O -6.9704 -0.9055 6.3635 0.487 -0.161 -0.539
C -6.5078 -1.7375 5.2624 -0.775 -0.080 0.791
H 0.3882 3.9633 8.3781 -0.433 -0.656 -0.489
H 0.4860 4.0328 6.6324 0.375 0.301 -0.624
H 0.6201 2.4130 7.3967 -0.374 0.963 0.112
H -2.1127 2.5105 8.9998 0.107 -0.282 -1.344
H -1.1611 1.3454 7.9026 -1.241 1.099 0.266
H -2.7803 1.7607 6.0389 0.720 0.393 -1.291
H -3.5914 2.9688 7.0634 -0.820 0.714 -0.430
H -4.0834 1.0623 8.4070 -0.808 -0.543 -0.289
H -4.6737 0.4658 5.5502 -0.056 -0.151 0.406
H -5.6018 1.6414 6.3838 -0.384 0.402 0.352
H -6.3302 -0.1461 8.1680 0.275 0.152 -1.188
H -5.2705 -1.3218 7.3869 0.016 1.103 -0.257
H -5.6196 -2.3263 5.5279 0.058 0.303 0.171
H -6.2813 -1.0947 4.4128 -0.100 -0.309 -0.239
H -7.3024 -2.5009 5.0820 0.405 0.885 -0.175
C -1.7687 4.0843 -1.7881 -0.089 -0.757 0.962
O -3.0002 4.5469 -1.2662 -0.308 -0.208 -0.961
C -3.2184 5.8302 -1.7801 -0.269 1.855 2.032
C -4.5999 6.4082 -1.3890 1.480 -0.794 0.868
N -5.6379 5.8520 -2.1568 -2.930 -0.759 -1.165
C -6.9993 6.1315 -1.5742 -0.056 0.480 -1.156
C -7.4604 5.2363 -0.4080 -1.406 0.578 -1.449
O -6.7522 5.3861 0.7618 0.534 -0.378 0.836
C -7.0927 6.4999 1.5338 0.871 -0.758 0.606
H -1.7057 4.0718 -2.8613 -0.460 -0.018 -0.740
H -1.6762 3.0656 -1.4097 0.409 0.043 -0.024
H -0.9480 4.7014 -1.4493 0.346 0.100 0.365
H -3.0728 5.8883 -2.8342 0.077 -0.194 -1.072
H -2.4637 6.4892 -1.2863 -0.267 -0.044 -0.481
H -4.6331 7.4731 -1.5391 0.606 0.902 0.423
H -4.7949 6.1512 -0.3393 0.226 0.290 -0.149
H -5.6287 6.3176 -3.0777 -0.049 -0.549 0.620
H -7.7833 5.9837 -2.3493 0.669 -0.277 0.109
H -7.1046 7.2399 -1.4122 0.144 -0.742 0.630
H -7.4166 4.1856 -0.6924 0.366 -0.026 -0.186
H -8.5752 5.4361 -0.3014 1.023 0.005 0.285
H -7.1220 7.4016 0.9956 0.231 1.310 -0.892
H -6.3854 6.5527 2.3458 0.596 0.213 0.108
H -8.0153 6.3933 2.0252 -1.724 -0.411 0.446
C 4.9021 -3.4340 -6.2227 1.273 0.461 0.702
O 4.3955 -3.9306 -4.9728 0.143 1.091 -1.227
C 3.6438 -5.1009 -5.1720 -0.302 0.622 0.384
C 3.0816 -5.4898 -3.8419 0.704 -0.673 2.331
N 4.1270 -6.0626 -2.8732 0.245 1.238 -1.165
C 4.8051 -5.1042 -1.9562 -2.427 0.506 -2.039
C 3.9892 -4.8467 -0.7102 0.647 -0.833 -1.171
O 2.7033 -4.3477 -1.0327 0.940 -0.374 -0.421
C 2.1115 -4.0297 0.1540 -1.242 0.532 2.644
H 5.5300 -2.5482 -5.9227 -0.532 -0.868 -0.614
H 4.1887 -3.1306 -7.0220 -0.263 -0.172 0.900
H 5.5435 -4.2056 -6.6890 -0.029 0.323 0.214
H 4.3054 -5.8363 -5.5623 0.411 -1.055 -0.498
H 2.8508 -4.8625 -5.8876 -0.250 -0.300 -0.064
H 2.2884 -6.2374 -3.9213 0.048 0.109 -0.177
H 2.6620 -4.5782 -3.3807 -0.061 -0.407 -0.211
H 3.8829 -6.9070 -2.3926 -0.551 -0.177 -0.057
H 4.8977 -4.1851 -2.5635 0.050 -0.172 0.464
H 5.7885 -5.4251 -1.7510 1.134 -0.533 0.539
H 4.5297 -4.1639 -0.0904 0.286 0.777 0.567
H 3.9199 -5.7944 -0.1698 -0.292 -0.150 0.262
H 1.2312 -3.4077 0.0453 0.090 0.600 -0.538
H 2.8335 -3.5575 0.8660 -0.579 0.072 -0.494
H 1.6602 -4.8488 0.7482 0.563 -0.532 -0.439
C -2.7091 -8.3438 2.4073 0.025 -1.009 1.671
O -2.2833 -7.2056 3.1281 -0.085 -0.002 -0.704
C -1.9172 -6.1593 2.2513 -0.180 1.989 0.896
C -1.7104 -4.8551 3.1524 0.935 -2.361 -1.079
N -0.3666 -4.9999 3.7128 -0.205 0.441 0.630
C -0.1978 -4.2989 4.9803 0.149 0.022 -0.290
C -0.5847 -5.2023 6.0970 -0.223 -0.686 1.973
O -2.0211 -5.3022 6.2072 0.488 0.615 -0.094
C -2.4864 -6.5788 6.6017 1.546 0.381 -1.146
H -3.2588 -8.9844 3.1628 0.906 0.377 -0.882
H -1.8573 -8.8795 1.9373 -0.396 0.125 0.307
H -3.4329 -8.1113 1.6557 -0.490 0.424 -0.748
H -2.7174 -5.9148 1.5514 -0.325 -0.333 -0.227
H -1.0100 -6.4069 1.6537 -0.309 0.186 0.495
H -2.4642 -4.8010 3.9189 -0.151 -0.521 0.434
H -1.8464 -3.9447 2.5998 0.181 0.607 -0.838
H 0.2971 -4.6186 3.0670 0.191 0.210 -0.430
H -0.8362 -3.4287 5.0316 -0.297 0.700 0.039
H 0.8337 -3.9336 5.1068 -0.195 -0.333 -0.096
H -0.1635 -4.8766 7.0940 -0.385 -0.057 -0.812
H -0.1683 -6.2001 5.9050 -0.061 0.095 -0.066
H -1.8943 -7.2778 6.0014 -0.429 -0.539 0.280
H -3.5161 -6.6513 6.3663 -1.028 -0.030 -0.377
H -2.3626 -6.7507 7.6460 0.288 -0.198 1.021
C 3.8365 6.0186 -2.0766 -0.157 0.614 2.015
O 3.2844 5.5704 -0.8365 0.953 0.016 1.310
C 4.0483 6.1008 0.3027 -0.821 -0.405 -0.941
C 5.3591 5.4213 0.5187 0.753 -1.133 -0.493
N 5.2302 3.9738 0.6571 0.179 -1.526 -0.362
C 4.6109 3.3908 1.8337 -0.622 0.948 1.122
C 4.8209 1.8847 2.0911 1.024 -0.005 -0.675
O 4.1242 1.4371 3.2153 -0.791 0.313 0.749
C 2.7683 1.0444 2.9716 -0.202 -0.107 1.208
H 4.8184 5.5998 -2.2629 0.055 -0.227 -0.361
H 3.8906 7.0941 -1.9273 0.357 0.397 -0.697
H 3.0782 5.8002 -2.7756 -0.422 -0.395 -1.245
H 3.5240 5.8520 1.2134 -0.968 0.364 0.031
H 4.1244 7.1692 0.1084 0.089 0.248 0.466
H 5.8639 5.8281 1.3994 -0.269 0.001 0.201
H 6.0683 5.6267 -0.2852 -0.027 -0.122 -0.237
H 4.9006 3.4355 -0.1618 0.311 0.975 0.146
H 3.4890 3.4471 1.8631 0.535 0.322 -0.202
H 4.9431 4.0053 2.6831 0.034 -0.388 0.160
H 5.8764 1.5114 2.2169 -0.776 0.819 -0.230
H 4.3966 1.4089 1.2184 0.084 -0.526 -0.652
H 2.2325 0.9370 3.9780 0.860 0.121 -1.408
H 2.7949 0.0824 2.4547 -0.286 -0.130 -0.004
H 2.1970 1.7613 2.3762 0.161 0.081 -0.025
C 6.9479 -5.1451 2.3196 1.217 0.122 -0.100
O 6.2383 -4.4545 3.3039 -0.022 0.105 0.159
C 5.1433 -3.8127 2.6931 -0.058 0.852 1.062
C 4.2348 -3.1831 3.7217 -1.216 -0.367 0.895
N 4.8176 -1.9788 4.2790 -0.626 -0.646 0.867
C 3.8720 -1.3601 5.2097 0.544 1.523 -0.530
C 4.5871 -0.1418 5.8358 -1.942 -0.351 0.391
O 5.4562 -0.5509 6.8403 1.105 -0.262 0.366
C 6.2899 0.5028 7.2782 -0.549 0.748 0.105
H 7.5816 -5.9075 2.8117 -0.294 0.434 -0.365
H 7.5726 -4.4864 1.6549 -0.284 -0.297 0.704
H 6.2332 -5.5925 1.6560 -0.265 -0.838 -0.518
H 4.6578 -4.5370 2.0427 -0.366 0.226 -0.147
H 5.5027 -2.9177 2.1749 0.129 -0.304 -0.972
H 4.0214 -3.8492 4.6022 0.404 0.178 -0.841
H 3.2023 -2.9630 3.3207 0.773 -0.282 -0.235
H 5.2055 -1.3418 3.5945 -0.388 0.133 -0.039
H 3.5532 -2.0576 5.9891 0.296 -0.119 -0.085
H 2.9264 -0.9890 4.7078 0.762 -0.417 0.324
H 3.8178 0.5304 6.3034 0.377 -0.173 -0.434
H 5.0655 0.3951 5.0330 0.391 0.368 -0.196
H 5.6123 1.3886 7.5038 0.959 -0.768 0.304
H 6.9932 0.8616 6.5080 -0.216 -0.275 -0.117
H 6.9140 0.1593 8.1308 -0.777 0.268 -0.360
C -4.2233 -8.1072 -3.2412 0.456 -0.977 -0.553
O -4.7679 -7.3559 -2.2152 0.408 1.094 1.032
C -6.1062 -7.5629 -1.8796 -0.626 -2.715 -1.713
C -6.5672 -6.8094 -0.7113 0.634 1.193 1.857
N -6.2839 -5.3761 -0.7609 0.911 0.769 0.072
C -6.4256 -4.6902 0.5468 -0.842 0.197 -0.882
C -5.6965 -3.3260 0.5099 -0.123 -1.084 0.493
O -4.4086 -3.5665 0.0032 0.925 0.153 -0.506
C -3.5721 -2.4214 0.1235 -0.141 -0.040 0.633
H -4.7409 -7.9317 -4.2054 0.228 -0.049 0.291
H -4.2383 -9.2110 -3.0299 -0.205 0.710 -0.065
H -3.1517 -7.8299 -3.3226 -0.714 -0.012 -0.065
H -6.2302 -8.7025 -1.6508 -0.149 1.688 -0.438
H -6.7761 -7.2942 -2.7352 0.510 -0.320 0.221
H -6.1759 -7.2476 0.2198 0.365 -0.057 0.006
H -7.6296 -6.9602 -0.6148 -0.638 -0.007 -0.179
H -5.3140 -5.1609 -1.0765 -1.007 -0.735 0.217
H -6.0492 -5.3336 1.3706 -0.073 0.410 -0.188
H -7.5186 -4.4790 0.7022 0.878 -0.271 0.183
H -5.6271 -2.9457 1.5384 -0.104 0.114 -0.044
H -6.1985 -2.5860 -0.1140 -0.258 0.014 -0.096
H -3.2513 -2.3654 1.1829 -0.070 0.294 -0.395
H -4.1594 -1.5267 -0.1393 0.349 0.001 0.036
H -2.6543 -2.4770 -0.4947 -0.723 -0.369 0.098
C -6.8513 2.9540 3.6024 0.365 -0.951 -0.777
O -5.5322 2.7624 4.1326 -0.849 0.509 -0.210
C -4.7846 3.9439 4.1486 1.619 0.022 0.279
C -4.1047 4.1553 2.7950 -0.282 0.878 -0.997
N -3.2429 5.3134 2.8554 0.394 0.758 1.007
C -2.3507 5.6090 1.7154 -1.294 -0.704 0.129
C -1.5131 6.7932 2.0890 0.106 1.624 0.686
O -1.1840 7.5459 0.9171 1.501 -1.100 -0.045
C -0.0598 6.9869 0.1950 0.485 -0.041 -0.375
H -6.9050 3.3131 2.5556 0.565 -0.072 0.351
H -7.3458 3.6899 4.1951 -0.760 0.250 0.682
H -7.2864 1.9433 3.6047 -0.270 0.578 0.299
H -3.9970 3.8366 4.9425 -0.479 -0.146 -0.798
H -5.3379 4.8179 4.4907 -0.592 0.114 -0.236
H -4.8109 4.2802 1.9116 0.383 -0.631 1.040
H -3.4214 3.3382 2.6391 -0.044 -0.820 -0.320
H -3.7956 6.1300 3.1252 0.356 -0.101 -0.293
H -2.9705 5.8854 0.8088 0.991 -0.599 0.779
H -1.6948 4.7188 1.5885 -0.669 0.482 -0.482
H -0.6208 6.5185 2.7229 -0.630 0.224 -0.776
H -2.1199 7.5220 2.7071 0.523 -0.785 -0.532
H 0.9352 7.1440 0.6778 -0.756 0.503 -0.004
H -0.0707 7.4719 -0.8012 0.125 -0.209 0.602
H -0.0191 5.8826 0.0256 -0.869 0.595 0.303
C 0.2496 -2.7585 -3.8214 -0.913 -2.301 1.491
O -0.4881 -1.9722 -4.6746 -0.806 0.622 -0.605
C -1.8840 -2.2494 -4.7363 -0.643 -0.308 -1.819
C -2.4753 -1.2752 -5.8147 0.863 -0.480 1.034
N -2.1314 -1.6150 -7.1773 -2.045 0.314 -0.136
C -2.5227 -0.5759 -8.1282 -0.150 -0.568 0.050
C -2.2420 -0.9479 -9.5566 -0.059 -0.010 -0.677
O -0.8592 -1.2464 -9.7694 -0.442 -0.010 0.114
C -0.2620 -0.5822 -10.8852 -1.518 -0.242 0.069
H 0.3256 -3.8219 -4.1471 -0.302 0.416 -0.067
H -0.1688 -2.8141 -2.7728 0.242 0.286 -0.813
H 1.2492 -2.4318 -3.7629 1.139 0.831 0.055
H -2.4055 -1.9697 -3.8014 0.389 -0.620 -0.039
H -2.0655 -3.3353 -5.0905 0.191 1.474 0.919
H -2.0318 -0.3209 -5.5284 -0.032 0.567 0.079
H -3.5571 -1.1778 -5.6754 0.062 -0.252 -0.186
H -1.1649 -1.7647 -7.2611 1.499 -0.269 -0.076
H -1.9930 0.3688 -7.9888 0.119 0.271 0.490
H -3.6095 -0.3530 -8.0843 0.481 -0.252 0.297
H -2.5042 -0.0585 -10.0873 0.073 1.013 -0.681
H -2.9761 -1.6468 -9.9988 0.758 -0.638 0.466
H -0.6749 0.4399 -10.9435 0.406 -0.204 -0.138
H -0.4905 -1.1185 -11.8213 0.042 0.195 0.174
H 0.7966 -0.5763 -10.7373 0.622 0.083 0.152
C 1.4292 0.6786 -4.0350 0.362 0.952 0.511
O 2.5817 -0.0543 -3.6852 0.327 -0.080 -0.906
C 3.0918 -0.7285 -4.8521 1.334 0.232 1.640
C 3.8868 0.2151 -5.7453 0.183 -0.388 -0.490
N 4.9012 0.8979 -4.9128 -0.295 0.448 -1.484
C 5.2979 2.2412 -5.3718 -0.508 -0.539 -1.787
C 6.5496 2.5782 -4.6470 0.265 0.977 1.188
O 6.1497 3.1438 -3.3861 0.828 -0.048 0.434
C 7.2277 3.1648 -2.4026 -1.255 -0.117 -0.942
H 1.1742 1.2785 -3.1823 -0.037 0.435 0.654
H 0.6134 -0.0024 -4.1501 -0.693 -0.288 -0.856
H 1.5824 1.4215 -4.8520 -0.146 -0.827 0.120
H 2.2984 -1.2478 -5.3212 -0.948 -0.346 -0.989
H 3.7579 -1.5096 -4.4542 -0.022 0.283 -0.105
H 3.2054 0.9065 -6.3052 0.502 -0.285 0.421
H 4.3947 -0.4475 -6.5160 -0.429 0.934 0.732
H 4.5089 1.1636 -4.0410 -0.842 -0.809 1.231
H 4.4646 2.9937 -5.2238 0.941 -0.461 -0.097
H 5.5403 2.2326 -6.4620 -0.318 -0.153 0.626
H 7.1243 3.3532 -5.1899 0.197 -0.571 0.153
H 7.0868 1.6236 -4.4265 0.079 0.847 -0.575
H 6.7195 3.2692 -1.4412 0.435 0.577 -0.042
H 8.0060 3.8872 -2.6805 -0.377 0.234 0.358
H 7.6812 2.1972 -2.3925 0.477 -0.654 -0.042